Entry 1:
Density functional theory data (the ωB97M-V functional and the def2-TZVPD basis) for a molecular structure, C30H25Br2Cl40F3N2O2S at a distorted geometry.

## Properties
HOMO   -8.20 eV
2S+1   1
Gap between HOMO and LUMO   6.76 eV

Atoms and positions in Å:
1 C -2.843 -2.873 -0.357
2 C -4.073 -1.978 0.269
3 C -3.653 -1.034 1.543
4 C -3.155 0.495 1.104
5 C -1.763 0.300 0.261
6 C -0.558 -0.667 0.882
7 C 0.867 -0.964 0.120
8 N 2.066 -1.809 0.488
9 S 3.184 -1.560 -0.876
10 N 2.404 -0.496 -2.069
11 C 1.083 -0.233 -1.331
12 C -0.056 0.721 -2.024
13 C 0.287 1.346 -3.508
14 C -0.488 0.495 -4.676
15 C 0.222 -0.923 -5.091
16 F 0.429 -1.869 -3.968
17 Br -1.098 -1.847 -6.343
18 C 1.613 -0.782 -5.947
19 F 2.550 -1.826 -5.387
20 F 2.233 0.563 -5.923
21 Br 1.261 -1.181 -7.917
22 C -1.458 1.002 -1.218
23 C -2.552 2.016 -1.945
24 C -2.505 3.434 -1.123
25 C -1.168 4.349 -1.400
26 C 0.114 3.956 -0.401
27 O -0.065 3.256 0.753
28 O 1.471 4.436 -0.783
29 C 2.428 3.323 -0.879
30 C 4.020 3.808 -0.781
31 H -2.154 -3.255 0.527
32 H -2.159 -2.221 -1.068
33 H -3.194 -3.820 -0.963
34 H -4.901 -2.754 0.638
35 H -4.572 -1.316 -0.558
36 H -2.888 -1.559 2.287
37 H -4.641 -0.870 2.184
38 H -4.030 1.000 0.469
39 H -3.020 1.162 2.082
40 H -0.739 -1.214 1.918
41 H 1.437 1.485 -3.671
42 H -0.181 2.443 -3.514
43 H -1.555 0.210 -4.223
44 H -0.744 1.139 -5.648
45 H -2.365 2.128 -3.110
46 H -3.599 1.495 -1.826
47 H -3.479 4.084 -1.358
48 H -2.573 3.164 0.028
49 H -1.424 5.483 -1.143
50 H -0.816 4.354 -2.525
51 H 2.303 2.488 -0.069
52 H 2.326 2.793 -1.940
53 H 4.167 4.934 -1.137
54 H 4.477 3.635 0.285
55 H 4.657 3.151 -1.534
56 C 4.742 2.874 -7.610
57 Cl 3.431 1.726 -7.982
58 Cl 6.272 2.271 -8.296
59 Cl 4.359 4.463 -8.318
60 Cl 4.907 3.035 -5.843
61 C 5.506 4.497 3.220
62 Cl 6.465 4.334 1.727
63 Cl 5.829 6.084 3.962
64 Cl 3.772 4.367 2.829
65 Cl 5.956 3.205 4.360
66 C 8.508 -1.182 -9.282
67 Cl 9.799 -2.224 -8.634
68 Cl 9.049 0.516 -9.261
69 Cl 8.137 -1.666 -10.955
70 Cl 7.047 -1.352 -8.276
71 C -5.300 -1.777 5.667
72 Cl -5.462 -2.885 4.281
73 Cl -4.858 -0.153 5.081
74 Cl -6.849 -1.691 6.543
75 Cl -4.031 -2.378 6.764
76 C 7.820 3.757 -12.095
77 Cl 8.780 3.593 -13.587
78 Cl 8.144 5.343 -11.352
79 Cl 6.087 3.626 -12.486
80 Cl 8.271 2.464 -10.954
81 C -3.057 -6.611 7.383
82 Cl -1.309 -6.616 7.730
83 Cl -3.381 -7.618 5.949
84 Cl -3.942 -7.267 8.782
85 Cl -3.595 -4.942 7.069
86 C 2.114 -8.642 8.365
87 Cl 3.823 -8.768 8.855
88 Cl 1.079 -9.349 9.631
89 Cl 1.687 -6.928 8.136
90 Cl 1.869 -9.525 6.836
91 C -10.425 -0.311 7.948
92 Cl -10.587 -1.419 6.562
93 Cl -9.983 1.313 7.362
94 Cl -11.974 -0.225 8.823
95 Cl -9.156 -0.912 9.044
96 C 3.315 7.697 6.652
97 Cl 1.863 8.727 6.713
98 Cl 3.436 6.751 8.157
99 Cl 3.199 6.588 5.262
100 Cl 4.763 8.720 6.475
101 C -7.450 -8.621 6.231
102 Cl -6.159 -9.664 6.879
103 Cl -6.909 -6.924 6.252
104 Cl -7.821 -9.106 4.557
105 Cl -8.911 -8.792 7.237

***

Entry 2:
Density functional theory data (the ωB97M-V functional and the def2-TZVPD basis) for a molecular structure, C30H25BrN3O4Pm at a distorted geometry.

## Properties
<S²>   6.0052
HOMO (spin up / spin down)   -8.41 / -8.41 eV
2S+1   5
Gap between HOMO and LUMO (spin up / spin down)   8.22 / 8.24 eV

Atoms and positions in Å:
1 Pm 0.000 0.724 -0.069
2 C 2.908 0.729 -1.635
3 C 3.481 0.109 -0.377
4 C 4.473 -0.857 -0.468
5 C 5.008 -1.430 0.672
6 C 4.538 -1.056 1.918
7 C 3.537 -0.106 2.050
8 C 2.966 0.231 3.393
9 C 3.017 0.499 0.893
10 N 1.965 1.442 0.961
11 C 2.126 2.591 1.640
12 O 3.139 3.030 2.168
13 C 0.835 3.399 1.681
14 C 0.767 4.673 2.235
15 C -0.453 5.331 2.241
16 C -1.570 4.702 1.706
17 C -1.417 3.437 1.149
18 N -0.240 2.807 1.158
19 C -2.555 2.638 0.528
20 O -3.719 2.894 0.808
21 N -2.087 1.694 -0.309
22 C -3.025 0.789 -0.876
23 C -3.319 0.873 -2.243
24 C -2.546 1.861 -3.066
25 C -4.281 0.029 -2.776
26 C -4.909 -0.908 -1.972
27 C -4.547 -1.049 -0.642
28 C -3.608 -0.200 -0.073
29 C -3.196 -0.299 1.372
30 H 3.700 0.860 -2.376
31 H 2.468 1.723 -1.429
32 H 2.156 0.063 -2.092
33 H 4.834 -1.156 -1.442
34 H 5.786 -2.174 0.589
35 H 4.951 -1.513 2.806
36 H 3.282 -0.492 4.141
37 H 1.872 0.240 3.335
38 H 3.293 1.223 3.702
39 H 1.668 5.114 2.631
40 H -0.537 6.324 2.662
41 H -2.542 5.168 1.697
42 H -1.471 1.621 -2.991
43 H -2.694 2.870 -2.679
44 H -2.853 1.829 -4.109
45 H -4.548 0.110 -3.821
46 H -5.678 -1.543 -2.387
47 H -5.007 -1.818 -0.038
48 H -3.599 -1.200 1.832
49 H -3.566 0.571 1.919
50 H -2.088 -0.317 1.475
51 Br -0.495 -2.638 -3.697
52 C -0.044 -3.721 -2.213
53 C 0.102 -5.083 -2.432
54 C 0.428 -5.919 -1.381
55 C 0.611 -5.400 -0.107
56 C 0.459 -4.046 0.109
57 C 0.138 -3.185 -0.940
58 C 0.044 -1.733 -0.638
59 O 0.017 -0.878 -1.565
60 O 0.029 -1.365 0.570
61 H -0.034 -5.473 -3.429
62 H 0.554 -6.975 -1.564
63 H 0.872 -6.055 0.709
64 H 0.601 -3.607 1.085

***

Entry 3:
Density functional theory data (the ωB97M-V functional and the def2-TZVPD basis) for a molecular structure, C30H25CeCl2FN4O9 at a distorted geometry.

## Properties
<S²>   0.7506
HOMO (spin up / spin down)   -9.42 / -9.43 eV
2S+1   2
Gap between HOMO and LUMO (spin up / spin down)   5.64 / 5.64 eV
Net charge   +1
Energy relative to the best compared isomer or geometry (same formula, charge and spin)   53.3 kcal per mole

Atoms and positions in Å:
1 Ce -0.498 1.012 -3.610
2 C -2.343 2.404 4.014
3 C -0.959 2.990 3.749
4 N -0.372 2.320 2.456
5 C -0.538 2.984 1.250
6 C -0.451 2.429 0.022
7 C -0.432 3.370 -1.201
8 O -0.667 4.557 -0.868
9 O -0.243 2.867 -2.415
10 C -0.176 1.040 -0.192
11 O -0.079 0.388 -1.283
12 C -0.138 0.291 1.117
13 C -0.072 -1.104 1.126
14 C 0.274 -1.726 2.300
15 F 0.165 -3.136 2.358
16 C 0.655 -1.054 3.553
17 C 0.516 0.317 3.527
18 C -0.110 0.943 2.416
19 N 1.127 -1.758 4.631
20 C 0.585 -3.074 5.059
21 C 1.204 -3.424 6.438
22 N 1.480 -2.276 7.341
23 C 2.310 -1.179 6.711
24 C 2.361 -1.323 5.230
25 H -2.866 2.867 4.873
26 H -2.268 1.322 4.124
27 H -2.866 2.590 3.034
28 H -0.238 2.799 4.569
29 H -1.013 4.087 3.405
30 H -0.828 4.003 1.303
31 H -0.172 -1.723 0.200
32 H 0.886 0.943 4.304
33 H 0.768 -3.824 4.274
34 H -0.510 -2.943 5.073
35 H 2.161 -3.953 6.306
36 H 0.591 -4.126 6.993
37 H 1.919 -2.623 8.266
38 H 0.549 -1.930 7.607
39 H 3.309 -1.116 7.133
40 H 1.762 -0.240 6.964
41 H 3.249 -1.971 4.899
42 H 2.596 -0.373 4.824
43 Cl -4.632 5.443 -8.272
44 C -4.073 4.315 -7.120
45 C -4.920 3.844 -6.082
46 C -4.534 2.829 -5.253
47 Cl -5.608 2.335 -3.997
48 C -3.106 2.347 -5.264
49 O -2.648 1.451 -4.426
50 C -2.317 2.896 -6.338
51 C -1.014 2.479 -6.589
52 O -0.208 1.832 -5.747
53 C -2.787 3.859 -7.222
54 H -5.921 4.225 -6.147
55 H -0.544 2.676 -7.591
56 H -2.165 4.237 -8.045
57 O -1.097 -1.175 -3.770
58 C -0.407 -2.276 -3.649
59 C 1.005 -2.423 -3.648
60 C 1.574 -3.613 -3.214
61 C 2.921 -3.769 -2.999
62 C 3.807 -2.800 -3.489
63 C 3.290 -1.634 -4.028
64 C 1.881 -1.269 -3.961
65 O 1.484 -0.065 -4.100
66 N 3.352 -5.016 -2.454
67 O 2.556 -5.831 -2.033
68 O 4.637 -5.116 -2.354
69 H -0.961 -3.158 -3.297
70 H 0.927 -4.432 -2.934
71 H 4.882 -2.910 -3.472
72 H 3.998 -0.927 -4.385

***

Entry 4:
Density functional theory data (the ωB97M-V functional and the def2-TZVPD basis) for a molecular structure, C30H25HfN5O7S.

## Properties
HOMO   -13.74 eV
2S+1   1
Gap between HOMO and LUMO   6.68 eV
Net charge   +2
Energy relative to the best compared isomer or geometry (same formula, charge and spin)   0.0 kcal per mole

Atoms and positions in Å:
1 Hf 0.498 0.062 0.115
2 O 4.125 -0.266 -2.450
3 C 3.297 -0.064 -1.469
4 O 2.158 -0.517 -1.434
5 C 3.828 0.782 -0.347
6 O 2.786 0.806 0.602
7 C 3.155 0.841 1.994
8 C 1.909 0.458 2.796
9 O 1.798 0.719 3.954
10 O 1.000 -0.169 2.058
11 H 3.702 -0.790 -3.151
12 H 4.067 1.782 -0.722
13 H 4.746 0.339 0.051
14 H 3.493 1.838 2.275
15 H 3.951 0.116 2.185
16 O -1.517 1.096 -0.317
17 S -2.442 -0.063 -0.103
18 O -3.393 -0.366 -1.114
19 N -1.277 -1.136 0.103
20 C -1.382 -2.533 0.040
21 C -2.500 -3.309 -0.075
22 C -2.362 -4.720 -0.093
23 C -1.144 -5.322 0.018
24 C 0.029 -4.530 0.128
25 C 1.328 -5.051 0.276
26 C 2.391 -4.192 0.390
27 C 2.160 -2.814 0.317
28 N 0.961 -2.279 0.160
29 C -0.104 -3.131 0.108
30 C -3.231 0.240 1.436
31 C -3.334 -0.768 2.383
32 C -4.006 -0.503 3.567
33 C -4.567 0.748 3.784
34 C -4.457 1.746 2.824
35 C -3.785 1.499 1.638
36 H -3.487 -2.873 -0.153
37 H -3.257 -5.321 -0.185
38 H -1.052 -6.400 0.025
39 H 1.476 -6.123 0.309
40 H 3.399 -4.554 0.528
41 H 2.996 -2.129 0.394
42 H -2.890 -1.741 2.220
43 H -4.091 -1.276 4.318
44 H -5.093 0.944 4.708
45 H -4.902 2.716 2.994
46 H -3.701 2.270 0.882
47 C -0.002 0.573 -5.607
48 C 0.493 1.843 -5.332
49 C 0.761 2.226 -4.029
50 C 0.556 1.302 -3.008
51 C 0.048 0.036 -3.269
52 C -0.235 -0.329 -4.576
53 N 0.714 1.669 -1.626
54 N 0.901 2.875 -1.403
55 C 0.792 3.255 -0.037
56 C 0.881 4.602 0.239
57 C 0.600 5.017 1.539
58 C 0.215 4.073 2.471
59 C 0.163 2.733 2.101
60 N 0.479 2.321 0.873
61 H -0.221 0.293 -6.628
62 H 0.655 2.544 -6.139
63 H 1.121 3.221 -3.813
64 H -0.172 -0.690 -2.491
65 H -0.647 -1.307 -4.781
66 H 1.132 5.296 -0.549
67 H 0.659 6.064 1.802
68 H -0.043 4.349 3.483
69 H -0.129 1.971 2.812

***

Entry 5:
Density functional theory data (the ωB97M-V functional and the def2-TZVPD basis) for a molecular structure, C30H25N5NaO3.

## Properties
HOMO   -3.81 eV
2S+1   1
Gap between HOMO and LUMO   5.98 eV
Net charge   -1
Energy relative to the best compared isomer or geometry (same formula, charge and spin)   0.0 kcal per mole

Atoms and positions in Å:
1 Na -0.522 0.536 -0.490
2 C -0.764 3.494 0.935
3 C -0.151 3.399 -0.307
4 C 1.161 2.948 -0.407
5 C 1.855 2.585 0.740
6 C 1.244 2.688 1.983
7 C -0.061 3.148 2.081
8 H -1.801 3.797 1.004
9 H -0.705 3.642 -1.205
10 H 1.612 2.836 -1.385
11 H 2.858 2.186 0.669
12 H 1.778 2.375 2.871
13 H -0.546 3.204 3.049
14 O -3.971 -3.183 1.291
15 C -4.303 -2.137 2.059
16 C -5.136 -2.356 3.160
17 C -5.490 -1.311 3.994
18 C -5.024 -0.022 3.747
19 C -4.197 0.191 2.655
20 C -3.823 -0.841 1.801
21 C -2.859 -0.545 0.687
22 O -2.372 0.615 0.620
23 N -2.605 -1.586 -0.103
24 N -1.626 -1.287 -1.036
25 C -1.470 -2.080 -2.019
26 C -0.495 -1.870 -3.091
27 C -0.384 -2.901 -4.027
28 C 0.456 -2.841 -5.126
29 C 1.197 -1.671 -5.312
30 C 1.116 -0.629 -4.418
31 C 0.298 -0.668 -3.246
32 O 0.291 0.310 -2.427
33 H -3.341 -2.809 0.593
34 H -5.487 -3.365 3.339
35 H -6.135 -1.503 4.844
36 H -5.302 0.800 4.395
37 H -3.801 1.173 2.428
38 H -2.105 -2.972 -2.096
39 H -0.997 -3.786 -3.874
40 H 0.514 -3.662 -5.830
41 H 1.847 -1.579 -6.178
42 H 1.692 0.278 -4.568
43 N 1.609 -2.613 0.968
44 C 0.746 -2.109 1.940
45 C 0.304 -3.007 2.925
46 C -0.623 -2.570 3.843
47 C -1.080 -1.257 3.774
48 C -0.570 -0.454 2.775
49 N 0.334 -0.855 1.872
50 C 2.156 -1.998 -0.163
51 C 2.421 -2.821 -1.268
52 C 3.031 -2.271 -2.371
53 C 3.351 -0.919 -2.358
54 C 3.016 -0.194 -1.235
55 N 2.451 -0.708 -0.139
56 H 1.608 -3.616 0.918
57 H 0.671 -4.026 2.937
58 H -1.005 -3.250 4.594
59 H -1.844 -0.878 4.440
60 H -0.932 0.559 2.653
61 H 2.117 -3.861 -1.255
62 H 3.220 -2.878 -3.247
63 H 3.798 -0.431 -3.212
64 H 3.204 0.874 -1.209

***

Entry 6:
Density functional theory data (the ωB97M-V functional and the def2-TZVPD basis) for a molecular structure, C30H25N5O6PtS at a distorted geometry.

## Properties
<S²>   6.0393
HOMO (spin up / spin down)   -14.46 / -14.93 eV
2S+1   5
Gap between HOMO and LUMO (spin up / spin down)   7.85 / 5.25 eV
Net charge   +2

Atoms and positions in Å:
1 Pt -0.439 0.341 0.228
2 C -2.275 -1.372 2.772
3 C -1.838 -0.013 3.213
4 C -2.365 0.551 4.376
5 C -1.954 1.807 4.776
6 C -0.950 2.448 4.063
7 C -0.418 1.818 2.953
8 N -0.920 0.652 2.502
9 C 0.768 2.332 2.249
10 C 1.629 3.268 2.805
11 C 2.749 3.650 2.085
12 C 3.011 3.058 0.862
13 C 2.137 2.088 0.385
14 N 1.037 1.776 1.070
15 C 2.352 1.327 -0.854
16 C 3.533 1.382 -1.568
17 C 3.668 0.601 -2.709
18 C 2.621 -0.204 -3.099
19 C 1.448 -0.225 -2.343
20 C 0.307 -1.100 -2.760
21 N 1.341 0.532 -1.251
22 H -2.975 -1.799 3.485
23 H -1.413 -2.036 2.693
24 H -2.760 -1.320 1.799
25 H -3.091 -0.006 4.950
26 H -2.385 2.275 5.652
27 H -0.587 3.416 4.373
28 H 1.446 3.672 3.789
29 H 3.424 4.395 2.483
30 H 3.884 3.341 0.296
31 H 4.351 2.003 -1.237
32 H 4.587 0.624 -3.280
33 H 2.688 -0.827 -3.980
34 H 0.132 -1.012 -3.831
35 H -0.600 -0.825 -2.230
36 H 0.550 -2.142 -2.544
37 C -4.104 -0.216 -1.243
38 C -3.210 -1.322 -0.821
39 N -1.958 -1.216 -0.366
40 C -1.485 -2.493 -0.156
41 C -2.463 -3.381 -0.482
42 N -3.531 -2.619 -0.889
43 C -2.629 -4.871 -0.469
44 O -1.590 -5.582 -0.146
45 O -3.716 -5.302 -0.756
46 C -0.072 -2.711 0.309
47 O 0.347 -3.862 0.361
48 O 0.554 -1.641 0.593
49 H -3.522 0.689 -1.369
50 H -4.891 -0.039 -0.507
51 H -4.584 -0.461 -2.190
52 H -4.408 -3.038 -1.176
53 H -0.790 -5.029 0.058
54 O -7.574 4.268 1.131
55 C -6.709 4.844 0.297
56 O -6.919 5.907 -0.203
57 C -5.415 4.122 -0.004
58 C -4.807 4.398 -1.234
59 C -3.583 3.854 -1.536
60 C -2.940 3.013 -0.602
61 S -1.392 2.395 -1.006
62 C -3.553 2.740 0.638
63 C -4.777 3.297 0.931
64 H -7.339 3.376 1.406
65 H -5.313 5.055 -1.929
66 H -3.104 4.070 -2.483
67 H -3.049 2.108 1.360
68 H -5.221 3.118 1.902

***

Question: Which value of 2S+1 does entry 5 give?
Answer: 1

***

Question: Look up the 2S+1 of the third one.
Answer: 2

***

Question: Look up the 2S+1 of the third one.
Answer: 2

***

Question: Which formula does entry 2 have?
Answer: C30H25BrN3O4Pm